The following is a quantum chemistry calculation of a structure of composition C35H30BiBrF5N8O3S, from OMol25.

Calculated total energy   -5701.558669 a.u.
Gap between HOMO and LUMO   8.313 eV
Charge   +1
HOMO level   -0.3832 Ha
Relative energy (zero: lowest compared OMol25 entry of this formula, charge and spin)   34.28 kJ/mol

Geometry as XYZ:
```
84
C35H30BiBrF5N8O3S (ωB97M-V with the def2-TZVPD basis set)
Bi -0.02231 -0.26044 0.14843
C 0.75766 1.02864 -3.01296
C 1.91661 1.85778 -2.46356
C 2.84272 1.24973 -1.44256
C 4.19691 1.54730 -1.57940
C 5.09560 1.18913 -0.59396
C 4.61299 0.52485 0.51887
C 3.27038 0.21275 0.56629
N 2.39041 0.54907 -0.38954
N -0.46690 1.14868 -2.21476
C -0.93171 2.54759 -2.16418
C -0.76536 3.31579 -0.87285
C -0.60263 4.69609 -0.91979
C -0.63210 5.42094 0.25918
C -0.84572 4.74835 1.45091
C -0.98226 3.37359 1.40323
N -0.92627 2.66574 0.27716
C -1.53560 0.31616 -2.77211
C -1.25563 -1.15983 -2.79972
C -1.63755 -1.91487 -3.89608
C -1.50556 -3.29343 -3.85531
C -0.99024 -3.88010 -2.71666
C -0.60319 -3.06265 -1.67028
N -0.71897 -1.73362 -1.71515
H 1.03900 -0.02023 -3.06145
H 0.55762 1.36700 -4.04037
H 1.52440 2.77272 -2.01009
H 2.53272 2.16865 -3.30552
H 4.53572 2.08035 -2.45705
H 6.14290 1.44467 -0.68414
H 5.25608 0.24709 1.34135
H 2.88599 -0.33655 1.40635
H -2.00765 2.55967 -2.35889
H -0.47652 3.12240 -2.97684
H -0.48041 5.20231 -1.86883
H -0.50490 6.49515 0.24585
H -0.92053 5.28059 2.38850
H -1.17577 2.80342 2.30332
H -1.78322 0.63388 -3.79386
H -2.41895 0.45979 -2.14198
H -2.03942 -1.42061 -4.77036
H -1.81620 -3.89488 -4.69916
H -0.89354 -4.95134 -2.62181
H -0.18669 -3.47726 -0.76686
Br -4.28047 2.60488 -0.43401
C -4.66622 0.80535 0.04883
C -5.97255 0.46241 0.35385
C -6.22558 -0.86448 0.66348
C -5.17504 -1.76637 0.66332
C -3.90136 -1.30182 0.36526
N -3.64408 -0.02706 0.05960
C -2.74194 -2.27694 0.39796
O -2.91460 -3.40069 -0.02825
O -1.65209 -1.82910 0.95396
H -6.75388 1.20714 0.32954
H -7.23358 -1.18936 0.88379
H -5.31043 -2.81606 0.88069
F 6.21605 -4.19054 -2.00079
C 5.14809 -3.71243 -1.38169
C 4.19277 -2.99119 -2.07042
F 4.34400 -2.73620 -3.36961
C 3.06535 -2.52007 -1.41772
F 2.20880 -1.81581 -2.16934
C 2.82891 -2.72432 -0.06454
S 1.40119 -2.32444 0.89697
C 3.84261 -3.41779 0.60943
F 3.73767 -3.61100 1.92451
C 4.96400 -3.91887 -0.02345
F 5.88178 -4.58017 0.67500
C -1.25892 0.33574 6.08840
N -0.50781 0.44455 4.85554
C 0.69154 1.22660 4.66930
C 0.93371 1.05405 3.16666
O 1.77271 1.63067 2.51490
N 0.00484 0.16705 2.67925
C -0.83690 -0.13966 3.69360
N -1.90980 -0.89420 3.54228
H -0.90019 1.08681 6.78660
H -1.14282 -0.64896 6.54647
H -2.31863 0.52200 5.90324
H 1.53708 0.82664 5.23418
H 0.55481 2.27805 4.92701
H -1.98058 -1.37526 2.62899
H -2.43032 -1.20323 4.34385
```

Atom charges from the Mulliken analysis, given in e for atoms 1 to 4: Bi 4.0147; C -1.0637; C -0.9018; C 0.7271

***

The following is a quantum chemistry calculation of the molecule C22H31N7, from OMol25.

Calculated total energy   -1240.184567 a.u.
Gap between HOMO and LUMO   8.526 eV
Charge   0
Structure (SMILES)   c1c/c(=N\C2CN(C3CCCCC3)C2)[nH]c(N2CCn3nc4c(c3C2)CCC4)n1
HOMO level   -0.2895 Ha
Relative energy (zero: lowest compared OMol25 entry of this formula, charge and spin)   15.69 kJ/mol

Geometry as XYZ:
```
60
C22H31N7 (ωB97M-V with the def2-TZVPD basis set)
C 1.48126 2.64631 -1.86584
C 1.99010 1.42130 -1.61902
C 1.09818 0.33139 -1.27807
N 1.32767 -0.89048 -1.00948
C 2.67611 -1.34252 -0.78639
C 3.57155 -0.59585 0.23863
N 3.25520 -1.63019 1.22810
C 4.27502 -2.07423 2.13999
C 4.70974 -0.94136 3.05725
C 5.79399 -1.39669 4.02872
C 5.35136 -2.61623 4.83225
C 4.86612 -3.74374 3.92557
C 3.79068 -3.26182 2.95712
C 2.77302 -2.53663 0.18101
N -0.24742 0.72418 -1.30782
C -0.66626 1.98635 -1.57770
N -2.01540 2.22984 -1.53100
C -2.47515 3.47916 -0.94816
C -3.65596 3.99464 -1.73773
N -4.63041 2.92859 -1.83177
N -5.90682 3.16843 -2.18526
C -6.43072 1.95984 -2.27833
C -5.51105 0.94459 -2.00520
C -4.33838 1.60163 -1.72638
C -2.96645 1.14517 -1.34763
C -6.14822 -0.40885 -2.09518
C -7.45589 -0.08078 -2.87124
C -7.78151 1.41998 -2.63235
N 0.15050 2.96218 -1.83336
H 2.14190 3.46299 -2.13045
H 3.05082 1.24630 -1.70592
H 3.15530 -1.54054 -1.75068
H 4.62876 -0.59549 -0.07344
H 3.28900 0.41302 0.53925
H 5.17372 -2.40634 1.57109
H 5.06930 -0.09520 2.46450
H 3.83550 -0.58592 3.61409
H 6.70594 -1.63848 3.47152
H 6.05138 -0.57766 4.70402
H 6.17293 -2.96852 5.46071
H 4.54240 -2.32655 5.51223
H 5.71330 -4.14657 3.35943
H 4.47676 -4.56719 4.52839
H 2.89412 -2.96471 3.51276
H 3.49200 -4.07771 2.29299
H 1.84332 -3.05857 0.41121
H 3.52998 -3.26663 -0.14626
H -0.90690 0.00833 -1.05069
H -2.77297 3.29778 0.09470
H -1.67397 4.21059 -0.94583
H -4.11322 4.85949 -1.26060
H -3.33907 4.28051 -2.74365
H -2.69541 0.30008 -1.98149
H -2.96497 0.79441 -0.30213
H -5.54224 -1.15663 -2.60792
H -6.37842 -0.80016 -1.10000
H -7.28254 -0.23741 -3.93711
H -8.27885 -0.73491 -2.58469
H -8.49427 1.55955 -1.81613
H -8.20443 1.88791 -3.52067
```

Atom charges from the natural (NBO) analysis, given in e for atoms 1 to 4: C 0.0760; C -0.3881; C 0.4146; N -0.5240

***

The following is a quantum chemistry calculation of the molecule C7H17NO, from OMol25.

Calculated total energy   -406.886142 a.u.
Gap between HOMO and LUMO   9.656 eV
Charge   0
Structure (SMILES)   CCOCC(C)(C)NC
HOMO level   -0.3188 Ha
Relative energy (zero: lowest compared OMol25 entry of this formula, charge and spin)   116.02 kJ/mol

Geometry as XYZ:
```
26
C7H17NO (ωB97M-V with the def2-TZVPD basis set)
C -2.49430 0.42060 -1.83254
C -1.59477 -0.81992 -1.82214
O -0.77167 -0.92557 -0.69282
C 0.40675 -0.14639 -0.75958
C 1.09800 -0.19900 0.62576
C 1.83995 -1.53280 0.75938
C 2.09538 0.95819 0.73159
N 0.14209 -0.15314 1.73079
C -0.64226 1.06238 1.85026
H -3.16334 0.40173 -0.97493
H -3.07987 0.44205 -2.74595
H -1.89063 1.32072 -1.79028
H -2.21914 -1.71828 -1.80748
H -0.99236 -0.84712 -2.73896
H 0.17964 0.90289 -1.01635
H 1.06258 -0.54321 -1.54723
H 1.13814 -2.34794 0.59158
H 2.24945 -1.62669 1.75903
H 2.64395 -1.60497 0.03225
H 2.87043 0.86845 -0.01068
H 1.59617 1.92256 0.59838
H 2.56213 0.94368 1.72143
H -0.49510 -0.93025 1.59156
H 0.00779 1.87846 2.15910
H -1.17303 1.35868 0.94270
H -1.37598 0.91488 2.64511
```

Atom charges from the natural (NBO) analysis, given in e for atoms 1 to 4: C -0.6373; C -0.0520; O -0.5548; C -0.0829

***

The following is a quantum chemistry calculation of a cluster of 3 separate species, C9H21N3O3 in total at a distorted geometry, from OMol25.

Calculated total energy   -745.503583 a.u.
Gap between HOMO and LUMO   9.673 eV
Charge   0
Structure (SMILES)   CN(C)C=O.CN(C)C=O.CN(C)C=O
HOMO level   -0.3460 Ha
Relative energy (zero: lowest compared OMol25 entry of this formula, charge and spin)   130.34 kJ/mol

Geometry as XYZ:
```
36
C9H21N3O3 (ωB97M-V with the def2-TZVPD basis set)
C -18.90318 16.87377 -5.02208
N -17.78815 16.54184 -4.15291
C -17.06980 15.32982 -4.41837
C -17.34013 17.42269 -3.23647
O -16.36888 17.26888 -2.53263
H -18.54137 17.26820 -5.97885
H -19.56205 17.59707 -4.55112
H -19.44614 15.95578 -5.25104
H -17.75376 14.48178 -4.46590
H -16.49786 15.39543 -5.34930
H -16.36320 15.15764 -3.60801
H -17.97735 18.32237 -3.16641
C -23.79587 14.94740 -6.44099
N -23.92605 16.36108 -6.32121
C -25.13615 16.94250 -6.82513
C -22.99797 17.11917 -5.67754
O -23.12256 18.29586 -5.42195
H -24.53243 14.40417 -5.82825
H -22.82783 14.57125 -6.10894
H -23.94695 14.61530 -7.47277
H -25.33245 16.60116 -7.84426
H -26.01724 16.64027 -6.23978
H -25.08068 18.02413 -6.75969
H -22.09205 16.54369 -5.43173
C -29.86866 16.26329 -9.91096
N -29.14770 15.08592 -10.31548
C -27.89275 14.78926 -9.65595
C -29.71270 14.20782 -11.17812
O -30.82884 14.29655 -11.62973
H -30.66371 16.44172 -10.63114
H -29.19016 17.11562 -9.86948
H -30.32882 16.14616 -8.92382
H -27.26868 15.67991 -9.60760
H -28.05628 14.39093 -8.65027
H -27.37047 14.02561 -10.23595
H -29.02446 13.37322 -11.39740
```

Atom charges from the natural (NBO) analysis, given in e for atoms 1 to 4: C -0.4050; N -0.4337; C -0.4217; C 0.5341

***

The following is a quantum chemistry calculation of a structure of composition C27H43IN5PW at a distorted geometry, from OMol25.

Calculated total energy   -2033.942700 a.u.
Gap between HOMO and LUMO (spin up / spin down)   6.352 / 6.900 eV
Expectation value of S²   2.022
Charge   +2
Spin multiplicity   3
HOMO level (spin up / spin down)   -0.4689 / -0.4942 Ha
Relative energy (zero: lowest compared OMol25 entry of this formula, charge and spin)   144.62 kJ/mol

Geometry as XYZ:
```
78
C27H43IN5PW (ωB97M-V with the def2-TZVPD basis set)
W -0.53048 -0.15275 0.28498
I -1.23076 -2.39850 -1.27287
C 0.77479 -2.54031 -1.93199
C 1.09204 -3.60342 -2.71180
C 2.41904 -3.69057 -3.19449
C 3.31911 -2.71411 -2.88652
C 2.95980 -1.60478 -2.07700
C 3.89032 -0.57222 -1.79523
C 3.53833 0.50216 -1.03471
C 2.23953 0.58362 -0.49377
C 1.29474 -0.39249 -0.72420
C 1.64612 -1.50221 -1.55057
H 0.36278 -4.36091 -2.97677
H 2.70031 -4.53092 -3.81668
H 4.33527 -2.77001 -3.26545
H 4.89258 -0.65044 -2.20763
H 4.25385 1.29145 -0.83778
H 1.99512 1.43533 0.12584
C -3.00592 5.24836 -0.03303
C -1.82054 4.27159 0.03567
C -1.03595 4.53345 1.33276
C -0.84103 4.49917 -1.14371
P -2.38777 2.50502 -0.01348
N -1.06429 1.52938 -0.16451
C -3.48520 2.17281 -1.52168
C -3.34800 0.72179 -1.99189
C -4.96368 2.47005 -1.24067
C -3.02121 3.03226 -2.71292
C -3.16298 1.89774 1.60460
C -2.16247 1.98556 2.77380
C -4.43487 2.62294 2.06967
C -3.45026 0.40397 1.39130
H -2.60207 6.26478 -0.02040
H -3.67455 5.15820 0.82523
H -3.59690 5.15004 -0.94120
H -0.56259 5.51224 1.22932
H -0.24055 3.80400 1.50292
H -1.68010 4.58572 2.20623
H -0.20879 5.35407 -0.89002
H -1.34973 4.73979 -2.07094
H -0.17931 3.64806 -1.31466
H -3.68902 -0.01008 -1.26256
H -2.33480 0.48902 -2.29073
H -3.98134 0.60899 -2.87720
H -5.41856 1.74027 -0.57444
H -5.49995 2.40843 -2.19066
H -5.13133 3.47191 -0.83858
H -1.97111 2.86753 -2.95895
H -3.19378 4.09508 -2.57202
H -3.61250 2.72348 -3.57930
H -2.21152 2.94387 3.27997
H -1.13369 1.81489 2.49901
H -2.44717 1.23054 3.51377
H -4.23849 3.67682 2.26659
H -4.75644 2.17984 3.01832
H -5.26534 2.55034 1.37961
H -2.56351 -0.14851 1.02111
H -4.24135 0.20503 0.67282
H -3.72709 -0.05100 2.34283
C 1.03613 -3.12200 5.91555
C -0.44352 -2.75070 6.02165
C -1.36091 -3.87233 5.51043
C -0.71771 -1.37754 5.42328
N -0.38391 -1.25846 3.96664
C -0.60752 -2.08974 2.95478
N -0.12558 -1.53009 1.86588
N 0.42840 -0.34325 2.27709
N 0.20173 -0.14738 3.53240
H 1.23040 -4.05516 6.44712
H 1.68206 -2.35171 6.34674
H 1.33674 -3.27744 4.87229
H -0.68122 -2.59377 7.07512
H -0.93859 -4.37728 4.63513
H -2.37131 -3.52019 5.27164
H -1.46708 -4.64244 6.27530
H -0.09295 -0.63174 5.90056
H -1.75775 -1.08374 5.54540
H -1.07852 -3.05868 3.02246
```

Atom charges from the Mulliken analysis, given in e for atoms 1 to 4: W 0.3247; I 0.0628; C 0.7962; C -0.7725

***

The following is a quantum chemistry calculation of the ion CH6N3O with charge +1 at a distorted geometry, from OMol25.

Calculated total energy   -280.782071 a.u.
Gap between HOMO and LUMO (spin up / spin down)   9.194 / 9.196 eV
Charge   +1
Structure (SMILES)   CN(N)[NH+]=O
HOMO level (spin up / spin down)   -0.5717 / -0.5717 Ha
Relative energy (zero: lowest compared OMol25 entry of this formula, charge and spin)   397.22 kJ/mol

Geometry as XYZ:
```
11
CH6N3O (ωB97M-V with the def2-TZVPD basis set)
C 1.11288 -0.54734 -0.19711
N -0.04899 0.18266 0.07152
N -0.25840 1.26210 0.89052
N -1.07405 -0.43871 -0.50725
O -2.23314 -0.06956 -0.40606
H 0.91609 -1.24152 -1.07749
H 1.48277 -1.21108 0.71239
H 2.07055 0.04080 -0.37538
H -0.03837 2.17752 0.46468
H -1.19853 1.22516 1.24423
H -0.73080 -1.38003 -0.82004
```

Atom charges from the natural (NBO) analysis, given in e for atoms 1 to 4: C -0.4820; N 0.0461; N -0.5807; N 0.2310